Entry from OMol25: 10 unconnected molecules or ions with the total composition C6H32O10 (the ωB97M-V functional and the def2-TZVPD basis).

Each line ends with the natural charge from an NBO analysis.
Element x y z (Å)
O  3.782  -2.323  -0.585  -0.95
H  3.961  -2.568  0.330  0.47
H  3.647  -1.365  -0.562  0.47
O  -0.680  0.909  0.296  -0.98
H  -0.962  1.699  0.780  0.50
H  -0.887  1.101  -0.640  0.52
O  4.198  0.212  2.715  -0.95
H  3.403  -0.315  2.551  0.49
H  3.916  1.117  2.552  0.46
O  -0.252  -2.754  0.685  -0.97
H  -0.998  -2.194  0.970  0.49
H  0.541  -2.247  0.903  0.47
O  4.047  0.668  -0.680  -0.98
H  4.103  0.712  -1.645  0.49
H  4.962  0.555  -0.385  0.51
O  2.599  3.330  -0.187  -0.94
H  2.847  2.528  -0.662  0.47
H  2.995  3.223  0.683  0.47
O  -0.159  0.036  3.674  -0.95
H  -1.020  -0.302  3.388  0.48
H  0.358  0.110  2.861  0.47
O  1.762  -0.067  0.882  -1.02
H  0.883  0.272  0.577  0.50
H  2.411  0.317  0.273  0.49
C  0.773  1.771  -3.323  -0.65
C  -0.202  0.588  -3.341  0.09
C  0.409  -0.634  -2.653  -0.63
O  -1.394  0.956  -2.622  -0.74
H  0.931  2.219  -2.335  0.21
H  0.537  2.588  -4.004  0.21
H  1.773  1.374  -3.537  0.21
H  -0.394  0.413  -4.405  0.17
H  0.628  -0.411  -1.612  0.21
H  1.274  -0.938  -3.239  0.22
H  -0.323  -1.441  -2.636  0.24
H  -1.746  1.719  -3.097  0.47
C  -4.370  -2.209  1.439  -0.64
C  -3.723  -0.885  1.126  0.10
C  -4.378  0.310  1.831  -0.64
O  -2.348  -0.977  1.504  -0.78
H  -4.079  -3.035  0.785  0.23
H  -5.459  -2.144  1.432  0.21
H  -4.041  -2.610  2.402  0.22
H  -3.725  -0.683  0.046  0.16
H  -3.780  1.214  1.867  0.21
H  -4.541  -0.021  2.867  0.21
H  -5.425  0.371  1.524  0.22
H  -1.858  -0.192  1.207  0.49

Properties
* HOMO level: -10.264 eV
* E_LUMO: -0.15 eV
* SMILES string: CC(C)O.CC(C)O.O.O.O.O.O.O.O.O
* total charge: 0